Here is 7 unconnected molecules or ions with the total composition C31H75Br3N2O18P4 from the OMol25 dataset. Energies are from ωB97M-V/def2-TZVPD.

Properties
E: -11777.74154 Ha
Energy above the lowest of the compared OMol25 structures with the same formula, charge and spin: 348.7 kJ/mol
HOMO: -0.33908 Ha
HOMO-LUMO gap: 8.5695 eV
Total charge: 0
SMILES: CCOP(=O)(OCC)OCC.CCOP(=O)(OCC)OCC.CCOP(=O)(OCC)OCC.CCOP(=O)(OCC)OCC.BrC(Br)Br.CN(C)C=O.CN(C)C=O
Lowest unoccupied orbital energy: -0.66 eV

XYZ file:
```
133
Properties=species:S:1:pos:R:3:forces:R:3
C 24.7428 7.7280 14.5660 0.024 -0.263 -0.679
C 24.9840 6.3449 13.9549 0.281 -0.342 0.346
O 25.9038 5.6311 14.7852 1.103 -1.170 1.479
P 26.4611 4.2203 14.2500 1.044 1.642 -1.814
O 27.1231 4.4520 12.9037 -0.700 -1.073 2.624
O 27.3461 3.6378 15.5012 -2.725 -0.177 -2.197
C 28.4624 4.3775 15.9125 0.203 1.193 -0.314
C 29.3245 3.5098 16.7598 0.186 0.154 0.673
O 25.1490 3.3276 14.1681 0.715 0.221 -0.225
C 24.8839 2.5776 12.9670 -1.147 -1.837 0.174
C 24.7063 1.1010 13.3652 0.166 0.012 -0.868
H 23.9371 8.2200 14.0210 0.017 0.046 -0.092
H 24.4640 7.7438 15.6196 0.067 -0.443 -0.040
H 25.6468 8.3239 14.4403 -0.026 0.036 0.069
H 24.1320 5.6663 13.9126 -0.556 0.586 -0.234
H 25.4903 6.3581 12.9897 -0.479 0.549 -0.308
H 28.9841 4.7564 15.0336 0.371 -0.276 -0.150
H 28.1083 5.2947 16.3832 -0.001 -0.092 0.591
H 28.8128 3.0397 17.5995 -0.473 0.039 -0.163
H 29.7599 2.7087 16.1625 0.375 0.229 0.114
H 30.0257 4.1877 17.2465 0.649 -0.346 -0.274
H 23.9116 2.8177 12.5367 -0.153 0.842 0.432
H 25.5636 2.7335 12.1292 0.622 0.098 0.672
H 23.7837 0.8842 13.9036 0.130 0.478 0.394
H 24.5517 0.5633 12.4298 0.302 -0.235 -0.139
H 25.5582 0.6679 13.8895 0.003 0.116 -0.036
C 26.4522 16.8417 20.9792 0.519 0.024 0.569
C 26.6066 15.4386 21.6325 -0.524 2.201 1.048
O 25.9798 14.4609 20.8854 0.085 -1.812 -2.229
P 26.8856 13.4087 20.0944 0.055 -1.427 -1.046
O 28.2696 13.7901 19.7281 -1.573 -0.115 0.441
O 25.9640 12.9872 18.7964 0.684 0.135 1.976
C 24.5437 12.7222 18.8903 -1.248 0.704 0.447
C 23.8168 13.4553 17.7893 0.175 -0.001 -1.107
O 26.8153 12.1308 21.1043 -1.830 0.376 -3.123
C 27.7463 11.8466 22.0445 2.477 0.103 3.149
C 27.7278 10.4317 22.6103 -0.412 -0.586 -0.704
H 27.0781 17.1541 20.1433 0.343 -0.926 -0.172
H 25.4337 17.0279 20.6386 -0.133 -0.186 0.371
H 26.7349 17.5711 21.7383 -0.363 0.122 0.235
H 27.6092 15.1822 21.9748 0.218 0.066 -0.548
H 25.9874 15.4014 22.5287 0.176 0.674 0.385
H 24.2773 11.6653 18.8981 0.680 -0.133 -0.042
H 24.0933 13.1661 19.7782 0.579 -0.200 0.568
H 22.7277 13.4719 17.8298 -0.031 -0.159 0.842
H 24.1610 14.4895 17.8036 -0.007 -0.003 -0.323
H 23.9667 12.9887 16.8157 0.579 0.241 -0.155
H 28.7872 12.0289 21.7772 -0.055 0.188 -0.887
H 27.5955 12.5478 22.8652 -0.052 0.097 0.465
H 26.8792 10.2105 23.2577 -0.128 0.040 -0.210
H 27.7498 9.7343 21.7730 -0.422 -0.138 -0.109
H 28.6279 10.1393 23.1510 0.135 0.690 0.194
C 31.4541 -2.9669 16.8055 0.285 -0.636 -0.086
C 30.8883 -3.2801 15.4125 1.652 1.012 0.881
O 29.5108 -2.9621 15.4664 -1.064 -0.327 0.124
P 28.3703 -4.0428 15.5421 -1.509 -2.134 0.005
O 28.0499 -4.7123 14.2627 -0.191 1.017 1.091
O 27.1026 -3.3046 16.3246 1.744 -0.756 -1.694
C 27.4378 -2.3113 17.2614 -0.049 1.525 1.397
C 26.2509 -1.9698 18.1626 -0.767 -0.513 -0.494
O 28.8669 -5.1513 16.6276 1.197 2.160 -0.927
C 28.0467 -6.0969 17.2690 0.458 0.031 1.289
C 28.7849 -6.5247 18.5819 -0.727 -0.090 -0.182
H 31.1961 -3.7630 17.5039 -0.153 0.023 0.049
H 32.5427 -2.9144 16.7907 0.059 0.019 -0.135
H 31.0792 -2.0232 17.2017 -0.079 0.014 -0.232
H 31.3603 -2.6000 14.7034 -0.329 0.116 -0.157
H 31.1678 -4.2764 15.0699 -0.677 -0.231 0.159
H 28.3230 -2.5656 17.8443 -0.111 -0.637 0.339
H 27.7731 -1.3670 16.8324 -0.232 -0.034 -0.850
H 26.4507 -1.1074 18.7986 0.263 -0.351 0.276
H 25.3456 -1.6945 17.6214 0.282 0.333 -0.733
H 25.8386 -2.8346 18.6824 0.651 -0.075 0.632
H 27.0950 -5.5930 17.4381 -0.247 -0.484 0.295
H 27.9423 -6.9561 16.6065 -0.250 -0.049 0.115
H 28.1510 -7.1569 19.2037 -0.107 -0.594 -0.457
H 29.7161 -7.0364 18.3389 -0.133 -0.115 -0.035
H 29.0259 -5.7696 19.3301 0.027 0.797 -0.661
C 26.1880 -3.3574 23.0642 0.229 0.513 0.402
C 27.4247 -2.5617 23.4844 -0.365 -0.724 -0.292
O 27.2206 -1.9228 24.7701 -0.909 0.784 0.029
P 26.3845 -0.5496 24.7087 0.903 1.018 0.380
O 25.0026 -0.5086 24.2179 0.854 -0.182 -0.319
O 26.5252 -0.0070 26.2074 0.502 -1.474 -0.185
C 26.0686 1.2464 26.6590 -0.244 2.067 0.103
C 25.0045 1.1906 27.7359 -0.057 -1.293 -0.333
O 27.4436 0.3713 23.8533 -2.528 -0.761 0.312
C 28.7349 0.5091 24.3343 2.077 0.618 -0.506
C 29.4122 1.6209 23.5624 0.235 0.079 0.513
H 25.3687 -2.7224 22.7272 0.105 0.073 0.044
H 26.4533 -4.0461 22.2621 -0.056 -0.160 0.161
H 25.8694 -3.8587 23.9781 -0.190 -0.436 -0.302
H 28.2404 -3.2674 23.6415 0.095 0.223 0.090
H 27.7115 -1.8432 22.7165 0.103 0.192 0.162
H 26.8766 1.7850 27.1542 0.632 -0.213 -0.433
H 25.7646 1.8635 25.8135 -0.160 -0.054 -0.128
H 24.6234 2.1466 28.0950 0.317 0.142 -0.360
H 24.1735 0.5973 27.3545 -0.160 -0.047 0.315
H 25.4945 0.6828 28.5667 -0.444 -0.147 0.246
H 28.8023 0.7701 25.3905 -0.429 -0.179 0.139
H 29.3791 -0.3530 24.1615 -0.464 -0.661 0.197
H 28.7976 2.5145 23.6718 0.337 0.226 -0.246
H 30.3801 1.7246 24.0529 0.080 0.531 0.012
H 29.6481 1.3989 22.5217 -0.478 -0.089 -0.042
Br 20.5620 4.6088 25.9631 -0.278 1.473 0.454
C 20.5754 6.5493 26.5867 -0.492 -0.966 -0.156
Br 20.6798 6.5694 28.5833 -0.077 0.209 -1.686
Br 19.0751 7.6323 25.8352 1.065 -0.949 0.721
H 21.4806 6.9009 26.0916 -0.183 0.233 0.636
C 22.5988 12.1465 23.5935 -0.614 0.267 -0.768
N 21.4834 12.4887 22.6184 1.143 -1.660 1.672
C 21.2669 13.9339 22.3766 1.047 -1.223 -0.465
C 20.8419 11.5151 21.9125 -2.040 2.207 -1.150
O 19.9846 11.8516 21.0737 1.196 -1.136 0.865
H 22.3479 12.4653 24.6052 0.098 0.595 -0.164
H 23.5402 12.5444 23.2148 -0.063 0.665 0.235
H 22.8844 11.1062 23.7494 -0.924 -0.458 -0.723
H 20.4707 14.1074 21.6527 -0.059 -0.248 0.386
H 21.1501 14.4760 23.3150 -0.181 -0.111 -0.072
H 22.2102 14.2116 21.9064 0.000 0.771 -0.015
H 21.0162 10.4543 22.1503 0.467 0.316 0.157
C 25.2010 3.6101 21.1640 0.965 -0.987 -0.467
N 25.0275 4.9928 21.3708 -0.006 -0.238 -1.557
C 25.4780 5.8067 20.2380 0.188 0.005 0.501
C 24.5427 5.5173 22.4637 -0.575 3.290 0.779
O 24.4490 6.7541 22.5593 -0.236 -1.128 0.789
H 26.2683 3.4391 21.0237 0.296 -0.333 0.109
H 24.7728 3.3499 20.1960 -0.468 -0.458 0.229
H 24.8819 2.9870 21.9995 -0.310 0.122 -0.188
H 25.1541 5.3628 19.2966 -0.176 -0.081 0.086
H 25.1330 6.8384 20.3049 0.024 -0.268 0.204
H 26.5672 5.7680 20.2568 0.156 0.275 -0.196
H 24.2182 4.8499 23.2770 0.131 -0.210 -0.257
```
Positions in Å, forces in eV/Å.

Löwdin population analysis, charges in e, atoms 1 to 99: number 1, C, carries -0.06; number 2, C, carries -0.26; number 3, O, carries -0.21; number 4, P, carries 0.49; number 5, O, carries -0.27; number 6, O, carries -0.18; number 7, C, carries -0.33; number 8, C, carries -0.07; number 9, O, carries -0.17; number 10, C, carries -0.25; number 11, C, carries -0.07; number 12, H, carries 0.07; number 13, H, carries 0.08; number 14, H, carries 0.08; number 15, H, carries 0.11; number 16, H, carries 0.11; number 17, H, carries 0.12; number 18, H, carries 0.12; number 19, H, carries 0.08; number 20, H, carries 0.08; number 21, H, carries 0.08; number 22, H, carries 0.11; number 23, H, carries 0.11; number 24, H, carries 0.07; number 25, H, carries 0.07; number 26, H, carries 0.07; number 27, C, carries -0.05; number 28, C, carries -0.29; number 29, O, carries -0.20; number 30, P, carries 0.51; number 31, O, carries -0.23; number 32, O, carries -0.17; number 33, C, carries -0.27; number 34, C, carries -0.08; number 35, O, carries -0.17; number 36, C, carries -0.35; number 37, C, carries -0.06; number 38, H, carries 0.07; number 39, H, carries 0.07; number 40, H, carries 0.07; number 41, H, carries 0.12; number 42, H, carries 0.12; number 43, H, carries 0.12; number 44, H, carries 0.10; number 45, H, carries 0.08; number 46, H, carries 0.08; number 47, H, carries 0.07; number 48, H, carries 0.12; number 49, H, carries 0.11; number 50, H, carries 0.07; number 51, H, carries 0.08; number 52, H, carries 0.08; number 53, C, carries -0.07; number 54, C, carries -0.25; number 55, O, carries -0.18; number 56, P, carries 0.47; number 57, O, carries -0.24; number 58, O, carries -0.17; number 59, C, carries -0.32; number 60, C, carries -0.07; number 61, O, carries -0.22; number 62, C, carries -0.25; number 63, C, carries -0.06; number 64, H, carries 0.07; number 65, H, carries 0.07; number 66, H, carries 0.08; number 67, H, carries 0.12; number 68, H, carries 0.13; number 69, H, carries 0.11; number 70, H, carries 0.11; number 71, H, carries 0.08; number 72, H, carries 0.07; number 73, H, carries 0.07; number 74, H, carries 0.11; number 75, H, carries 0.12; number 76, H, carries 0.07; number 77, H, carries 0.07; number 78, H, carries 0.06; number 79, C, carries -0.07; number 80, C, carries -0.26; number 81, O, carries -0.18; number 82, P, carries 0.46; number 83, O, carries -0.22; number 84, O, carries -0.18; number 85, C, carries -0.30; number 86, C, carries -0.06; number 87, O, carries -0.19; number 88, C, carries -0.33; number 89, C, carries -0.07; number 90, H, carries 0.07; number 91, H, carries 0.07; number 92, H, carries 0.08; number 93, H, carries 0.12; number 94, H, carries 0.11; number 95, H, carries 0.12; number 96, H, carries 0.12; number 97, H, carries 0.08; number 98, H, carries 0.08; number 99, H, carries 0.08